# 1
The following is a quantum chemistry calculation of a molecular structure, C40H33F6GeN6O4PSr at a distorted geometry, from the OMol25 dataset.

Element x y z (Å)
1 Sr -2.06662 0.46913 0.59917
2 O -5.00138 -2.90199 1.42069
3 C -4.26175 -2.14111 0.81524
4 O -4.13966 -0.89263 0.96986
5 C -3.33685 -2.75077 -0.24982
6 C -3.61581 -4.02119 -0.68656
7 C -2.77186 -4.55924 -1.60823
8 C -1.62508 -3.89044 -2.08021
9 C -1.41093 -2.63917 -1.50192
10 N -2.23076 -2.07648 -0.61769
11 C -0.08831 -1.97853 -1.81137
12 O 0.71835 -2.44947 -2.58269
13 O 0.06351 -0.82084 -1.13008
14 H -4.53705 -4.43946 -0.33290
15 H -2.86308 -5.58110 -1.87727
16 H -0.87461 -4.39357 -2.72933
17 C -2.16332 0.18310 4.21342
18 N -2.13973 -0.68502 3.02773
19 C -1.30349 -1.84328 3.25363
20 C 0.09724 -1.29179 3.28353
21 N 0.44181 -0.25936 2.59279
22 C 1.74514 -0.01467 2.95554
23 C 2.61273 0.99484 2.53168
24 C 3.90898 1.03598 2.94995
25 C 4.36531 0.02667 3.84403
26 C 3.49511 -0.92709 4.37484
27 C 2.18958 -0.94202 3.85997
28 N 1.06937 -1.70025 4.14533
29 C -3.07070 1.33906 3.94666
30 N -3.07265 1.89054 2.73159
31 C -4.07461 2.85894 2.77993
32 C -4.65450 3.73151 1.81803
33 C -5.66980 4.60518 2.17348
34 C -6.30529 4.50517 3.42810
35 C -5.87215 3.52706 4.36151
36 C -4.72972 2.80551 4.01822
37 N -4.01389 1.83112 4.76096
38 H -1.16409 0.60084 4.32366
39 H -2.46416 -0.38326 5.14235
40 H -3.13384 -0.93274 2.81921
41 H -1.39575 -2.54762 2.42451
42 H -1.48316 -2.41705 4.15795
43 H 2.17155 1.70546 1.86100
44 H 4.54559 1.86456 2.62424
45 H 5.40650 0.06648 4.15413
46 H 3.86642 -1.70900 5.03378
47 H 1.00763 -2.52485 4.72274
48 H -4.24429 3.69191 0.82441
49 H -6.05218 5.25626 1.41038
50 H -7.14933 5.15381 3.65187
51 H -6.30898 3.48322 5.37253
52 H -4.21995 1.47363 5.65878
53 F -1.28015 1.32931 -1.94019
54 P -2.19773 2.64896 -1.87678
55 F -2.67845 2.36132 -3.36620
56 F -1.71941 2.77960 -0.30305
57 F -3.43259 1.64534 -1.27490
58 F -3.14907 3.86382 -1.63869
59 F -1.00093 3.58464 -2.30900
60 C 1.31438 1.76998 -0.76540
61 Ge 1.59984 0.10058 -1.72864
62 C 3.20407 -0.71545 -1.02151
63 C 4.41813 -0.11942 -1.21729
64 C 5.53038 -0.63775 -0.57057
65 C 5.50097 -1.78045 0.19344
66 C 4.23436 -2.41660 0.37172
67 C 3.12713 -1.88146 -0.26096
68 C 1.54453 0.43616 -3.65669
69 C 0.85917 1.48906 -4.17504
70 C 1.06935 1.95267 -5.48164
71 C 1.91836 1.28722 -6.29344
72 C 2.62718 0.18249 -5.82326
73 C 3.56926 -0.44209 -6.70867
74 C 4.27179 -1.53657 -6.26415
75 C 4.00273 -2.04991 -4.97664
76 C 3.13015 -1.47164 -4.12116
77 C 2.41909 -0.34237 -4.53518
78 H 0.65666 2.42742 -1.29922
79 H 2.27236 2.31717 -0.73516
80 H 0.98162 1.54978 0.20825
81 H 4.55129 0.76451 -1.82175
82 H 6.50363 -0.17387 -0.81003
83 H 6.42495 -2.24623 0.60687
84 H 4.15580 -3.33348 0.92163
85 H 2.21950 -2.43787 -0.13787
86 H 0.33412 2.17945 -3.55296
87 H 0.47244 2.77830 -5.77837
88 H 2.00997 1.56631 -7.37414
89 H 3.65110 -0.04542 -7.72772
90 H 5.00425 -2.07249 -6.86467
91 H 4.64744 -2.84354 -4.61572
92 H 3.03677 -1.85342 -3.10464

Computed properties:
Max |F| (Eh/bohr): 0.04105
Charge: 0
Gap between HOMO and LUMO (hartree): 0.3007
E_tot (a.u.): -5222.26444

Atomic partial charges in e from the Löwdin method, atoms 1 to 8: 1.524, 0.034, -0.664, -0.185, -0.166, 0.002, -0.035, 0.034

=====

# 2
The following is a quantum chemistry calculation of a single C18H19N3O3S molecule at a distorted geometry, from the OMol25 dataset.

Element x y z (Å)
1 C 3.55673 0.51343 -3.62463
2 C 3.15328 -0.53245 -2.58346
3 C 2.08025 0.00636 -1.69018
4 C 2.34642 0.47531 -0.42476
5 C 1.32364 1.01097 0.37647
6 C 1.50840 1.45050 1.70444
7 C 0.45922 1.93776 2.42233
8 C -0.83521 2.03578 1.85307
9 O -1.78695 2.52292 2.68762
10 C -3.10422 2.65283 2.19671
11 C -1.04481 1.63739 0.55570
12 C 0.02317 1.09967 -0.18669
13 N -0.22920 0.62245 -1.41819
14 C 0.73575 0.08712 -2.10320
15 S 0.19078 -0.66371 -3.64716
16 C -0.06417 -2.38219 -3.02282
17 C -0.23859 -2.36080 -1.52196
18 O 0.63479 -2.71579 -0.76451
19 N -1.45546 -1.89390 -1.12108
20 C -1.77997 -1.56177 0.17599
21 C -1.01296 -1.71805 1.36087
22 C -1.80802 -1.17911 2.32882
23 C -1.61766 -0.98639 3.78546
24 O -2.95519 -0.74941 1.77340
25 N -2.93127 -0.98790 0.43623
26 H 4.34579 0.12312 -4.26249
27 H 3.91773 1.41625 -3.13614
28 H 2.70372 0.77419 -4.24717
29 H 2.79749 -1.42724 -3.09607
30 H 4.02040 -0.80695 -1.98018
31 H 3.35108 0.41721 -0.02786
32 H 2.49254 1.38510 2.14503
33 H 0.57993 2.26609 3.44307
34 H -3.14462 3.34409 1.35014
35 H -3.51484 1.68427 1.89881
36 H -3.68604 3.05707 3.02326
37 H -2.00825 1.68231 0.07599
38 H 0.81083 -2.97850 -3.27996
39 H -0.94469 -2.76181 -3.53798
40 H -2.10673 -1.54630 -1.81241
41 H -0.04015 -2.14890 1.44545
42 H -0.65506 -1.38828 4.08471
43 H -2.41038 -1.48761 4.33848
44 H -1.65749 0.07488 4.02683

Computed properties:
Max |F| (Eh/bohr): 0.02542
SMILES: CCc1cc2ccc(OC)cc2nc1SCC(=O)Nc1cc(C)on1
Charge: 0
Gap between HOMO and LUMO (hartree): 0.3129
E_tot (a.u.): -1485.48235

Atomic partial charges in e from the Löwdin method, atoms 1 to 8: -0.092, -0.221, -0.232, 0.048, -0.144, -0.018, 0.006, -0.282

=====

# 3
The following is a quantum chemistry calculation of 9 unconnected molecules or ions with the total composition C53H92FN3O24PS3 at a distorted geometry, from the OMol25 dataset.

Element x y z (Å)
1 C 6.44473 3.60156 7.00736
2 C 6.41164 3.33915 5.45258
3 C 5.40271 2.20006 5.09413
4 C 4.29379 2.58976 4.05736
5 S 5.30543 3.25370 2.61226
6 C 3.16861 3.49614 4.54296
7 O 3.41537 4.70677 5.08922
8 C 3.80118 5.62770 4.20220
9 N 4.35494 6.36762 3.49323
10 N 1.99610 2.98773 4.40879
11 P 0.70993 4.10638 4.95651
12 O 0.94308 5.52510 4.23330
13 O 0.85318 4.39325 6.52183
14 S -1.07200 3.52181 4.55901
15 C 1.85632 1.57741 3.85754
16 C 1.14788 1.58742 2.50393
17 C 0.79798 2.77017 1.86147
18 C 0.18834 2.77509 0.61754
19 C -0.13343 1.59821 -0.03416
20 C 0.21471 0.40498 0.58857
21 C 0.85096 0.41421 1.81270
22 N 1.65414 0.47950 4.77483
23 C 0.29580 -0.12469 4.77142
24 C 0.23888 -1.62244 4.40117
25 O -0.71537 0.42368 5.08117
26 C 2.00740 0.74102 6.17252
27 C 3.04366 -0.23626 6.77549
28 O 1.52033 1.58725 6.86928
29 C 3.40444 1.37499 3.41307
30 F 3.49695 1.65729 2.04158
31 C 3.98317 -0.05322 3.45626
32 C 5.11364 -0.34111 2.43692
33 C 5.78773 -1.69450 2.90643
34 S 5.75628 -2.93240 1.59918
35 O 4.44050 -3.50337 1.60310
36 O 6.84122 -3.83677 1.84136
37 O 6.01454 -2.23024 0.17323
38 H 6.69162 4.66783 7.13259
39 H 5.44903 3.41792 7.43494
40 H 7.24417 3.04918 7.51235
41 H 6.19270 4.30435 4.99020
42 H 7.41350 2.96085 5.20680
43 H 5.94337 1.32066 4.72512
44 H 4.88172 1.94193 6.03203
45 H 6.50716 2.64680 2.75884
46 H 0.06759 5.87381 3.99504
47 H 0.12389 3.92582 6.96353
48 H 1.00472 3.75866 2.27497
49 H -0.05360 3.71716 0.11990
50 H -0.62372 1.56307 -1.00490
51 H -0.00533 -0.55602 0.12354
52 H 1.13207 -0.54760 2.24354
53 H 1.08667 -1.91739 3.77155
54 H 0.28784 -2.21733 5.33012
55 H -0.72926 -1.82179 3.93308
56 H 2.61168 -0.58938 7.72223
57 H 3.07471 -1.12163 6.12688
58 H 4.01894 0.23028 6.92752
59 H 3.21420 -0.81814 3.28110
60 H 4.42093 -0.21161 4.45658
61 H 4.64342 -0.52152 1.46503
62 H 5.91512 0.39828 2.40978
63 H 6.85444 -1.48546 3.08662
64 H 5.37698 -2.06981 3.85085
65 H 5.13092 -2.06214 -0.19699
66 O 4.87384 -2.18914 7.80154
67 C 4.95728 -3.26806 7.27554
68 O 4.14295 -3.55755 6.24038
69 C 4.28698 -4.72497 5.41123
70 C 3.57411 -5.91890 6.00803
71 C 5.88404 -4.33123 7.80408
72 H 5.33863 -4.92788 5.20275
73 H 3.82673 -4.46930 4.45614
74 H 3.99782 -6.19920 6.97293
75 H 3.64104 -6.77797 5.34025
76 H 2.52203 -5.68728 6.17784
77 H 5.38557 -4.87097 8.60865
78 H 6.77217 -3.84413 8.20124
79 H 6.22671 -5.03530 7.04950
80 O -2.09949 3.88537 -1.76027
81 C -1.43629 4.00957 -2.75888
82 O -0.13250 4.30207 -2.64720
83 C 0.78756 4.27660 -3.75655
84 C 0.77812 5.59770 -4.49557
85 C -2.06331 3.93675 -4.12452
86 H 0.59286 3.44166 -4.40239
87 H 1.77402 4.10973 -3.32396
88 H -0.19962 5.80587 -4.93295
89 H 1.52024 5.59512 -5.29557
90 H 1.00092 6.41949 -3.81220
91 H -2.46658 4.91658 -4.38642
92 H -2.87787 3.21549 -4.08849
93 H -1.38492 3.59944 -4.90574
94 O 5.08383 -10.85381 0.16519
95 C 5.73770 -9.85184 0.23182
96 O 5.71550 -9.12029 1.36378
97 C 6.60160 -8.02692 1.62137
98 C 6.06777 -6.73133 1.04830
99 C 6.51302 -9.34046 -0.95806
100 H 7.61120 -8.25172 1.27332
101 H 6.66145 -7.94386 2.70660
102 H 5.97756 -6.77957 -0.03841
103 H 6.71446 -5.89068 1.30076
104 H 5.06946 -6.52936 1.44040
105 H 5.84951 -8.75061 -1.58961
106 H 6.87312 -10.19681 -1.52429
107 H 7.38866 -8.75020 -0.69666
108 O 1.89499 2.64455 -5.55594
109 C 2.94834 2.07728 -5.67993
110 O 3.36833 1.25195 -4.70753
111 C 4.49727 0.38135 -4.83794
112 C 5.78672 1.08994 -4.47900
113 C 3.84894 2.34624 -6.85891
114 H 4.53113 -0.06864 -5.83083
115 H 4.32471 -0.43378 -4.13593
116 H 5.98870 1.92309 -5.15279
117 H 6.62954 0.39927 -4.52403
118 H 5.72448 1.50360 -3.47151
119 H 4.45699 3.22634 -6.65064
120 H 3.22458 2.54412 -7.72766
121 H 4.49358 1.51149 -7.12361
122 O -2.95427 0.29883 -1.38914
123 C -3.93789 0.66897 -0.80076
124 O -5.14732 0.33707 -1.26656
125 C -6.36638 0.55529 -0.54234
126 C -6.90613 1.94823 -0.78200
127 C -3.83197 1.58079 0.39569
128 H -6.23554 0.33349 0.51880
129 H -7.07860 -0.17424 -0.92546
130 H -6.21660 2.71470 -0.42365
131 H -7.86255 2.08079 -0.27537
132 H -7.04673 2.12031 -1.84913
133 H -3.76174 2.61267 0.04999
134 H -2.92411 1.32718 0.94131
135 H -4.65538 1.48413 1.10004
136 O -3.57647 6.60561 -5.98497
137 C -2.91757 6.73497 -6.97906
138 O -1.60651 7.02874 -6.87657
139 C -0.69471 7.00568 -7.97881
140 C -0.69786 8.32239 -8.72690
141 C -3.54813 6.66864 -8.34783
142 H -0.89222 6.15430 -8.63218
143 H 0.29107 6.84008 -7.54439
144 H -1.67329 8.53233 -9.16684
145 H 0.04471 8.31191 -9.52567
146 H -0.47158 9.14487 -8.04760
147 H -3.95189 7.64800 -8.60263
148 H -4.36200 5.94744 -8.31424
149 H -2.87137 6.33721 -9.13225
150 O -9.03285 -1.01025 -2.47898
151 C -8.54796 -2.09908 -2.64033
152 O -7.26456 -2.18520 -3.04753
153 C -6.52437 -3.40594 -3.08125
154 C -6.74790 -4.15259 -4.37972
155 C -9.36544 -3.35657 -2.48938
156 H -6.74169 -4.01985 -2.20552
157 H -5.47571 -3.11847 -3.00486
158 H -7.79136 -4.44636 -4.49904
159 H -6.13054 -5.05134 -4.41742
160 H -6.49636 -3.51751 -5.22995
161 H -9.88629 -3.55968 -3.42016
162 H -10.08914 -3.19760 -1.70658
163 H -8.78088 -4.22827 -2.19872
164 O -11.87666 -4.01709 -2.24940
165 C -12.96871 -4.10091 -2.74624
166 O -13.08936 -4.60951 -3.98376
167 C -14.34450 -4.93732 -4.59014
168 C -14.96030 -3.73381 -5.27228
169 C -14.19136 -3.56027 -2.04879
170 H -15.01933 -5.39769 -3.86705
171 H -14.12294 -5.70084 -5.33483
172 H -15.18537 -2.93932 -4.55990
173 H -15.88414 -4.01198 -5.78060
174 H -14.26795 -3.31754 -6.00467
175 H -14.28164 -2.49535 -2.26119
176 H -14.06265 -3.69844 -0.97730
177 H -15.11542 -4.06633 -2.31858

Computed properties:
Max |F| (Eh/bohr): 0.09852
Charge: +1
Gap between HOMO and LUMO (hartree): 0.2242
E_tot (a.u.): -5680.21772

Atomic partial charges in e from the Löwdin method, atoms 1 to 8: -0.081, -0.243, -0.179, -0.419, 0.939, -0.221, 0.116, -0.279